1.
The following is a quantum chemistry calculation of 3 unconnected molecules or ions with the total composition C18H24BCl3NO11PS2, from OMol25.

Geometry as XYZ:
```
61
C18H24BCl3NO11PS2, DFT ωB97M-V/def2-TZVPD
N 0.64975 -4.70299 -5.40942
B 1.24420 -3.41090 -5.60037
O 1.22725 -2.83343 -6.85541
C 1.96854 -2.60870 -4.43298
C 1.71680 -2.67005 -3.12070
Cl 0.52744 -3.67510 -2.40217
C 2.46381 -1.81440 -2.13261
O 2.72141 -2.20730 -1.02214
C 2.82984 -0.46526 -2.64971
C 2.84199 0.65921 -1.82073
P 2.46354 0.45458 -0.02906
O 3.86832 -0.14019 0.53717
Cl 2.66887 2.41348 0.58562
C 3.09054 1.89265 -2.42238
C 3.34825 1.98904 -3.78140
C 3.38814 0.86219 -4.59644
C 3.68421 1.04434 -6.06359
C 2.51939 1.45605 -6.93358
O 2.60316 1.85828 -8.03999
Cl 0.89173 1.23693 -6.19740
C 3.10692 -0.37302 -4.01541
C 3.03898 -1.63428 -4.82096
O 3.80343 -1.86666 -5.72783
H 0.30784 -5.05598 -6.29790
H -0.15035 -4.66661 -4.78768
H 0.97957 -1.90417 -6.84605
H 3.65314 -0.93631 1.03864
H 3.07862 2.79289 -1.82906
H 3.53308 2.95781 -4.23077
H 4.42972 1.83465 -6.16716
H 4.10402 0.14783 -6.51378
C -4.22442 3.03363 2.90353
C -3.35967 4.14488 2.34494
O -2.10708 4.29900 3.05839
S -0.97911 3.21891 2.78780
C 0.34591 4.06179 3.57789
O -0.73390 3.14585 1.38098
O -1.28366 2.02707 3.52055
H -3.77433 2.05394 2.75079
H -5.19485 3.04429 2.40693
H -4.37311 3.16641 3.97507
H -3.14877 3.99837 1.28488
H -3.85228 5.10857 2.45415
H 0.55710 4.97513 3.02938
H 1.20241 3.39128 3.55000
H 0.06222 4.27448 4.60503
C -4.39777 -3.85225 6.16045
C -4.19037 -2.35512 6.26032
O -2.86856 -1.93993 5.85267
S -2.55255 -1.92255 4.29251
C -1.04815 -1.02323 4.37726
O -3.56250 -1.14881 3.63489
O -2.28953 -3.25803 3.84969
H -4.37797 -4.18955 5.12579
H -5.36464 -4.11621 6.59012
H -3.61312 -4.38406 6.69821
H -4.93219 -1.80641 5.67817
H -4.27205 -2.02601 7.29430
H -1.25637 -0.02015 4.73457
H -0.64655 -0.98465 3.36712
H -0.36626 -1.55124 5.03885
```

- Kohn-Sham gap (eV) = 7.9

These are the Löwdin partial charges, in e, on atoms 1 to 6:
1. N 0.17
2. B -0.57
3. O 0.14
4. C -0.01
5. C -0.51
6. Cl 0.81

2.
The following is a quantum chemistry calculation of a molecular structure, C5H9IO5 at a distorted geometry, from OMol25.

Geometry as XYZ:
```
20
C5H9IO5, DFT ωB97M-V/def2-TZVPD
C -0.37275 -0.21143 -1.94895
C 0.20049 -0.62873 1.61850
C 0.75496 -0.19944 0.23759
C 1.89595 0.84844 0.47794
C 1.52878 2.28034 0.36925
O -1.62787 -0.05291 -2.42023
O -0.76651 0.01261 2.23803
O -0.26444 0.27631 -0.62432
O 2.97660 0.46832 0.78713
O 0.30178 2.69767 0.54931
I 2.17319 2.44888 -1.78114
H -0.09027 -1.32008 -2.03775
H 1.09555 -0.46006 2.34282
H -0.16528 -1.76841 1.44519
H 1.42397 -0.97711 0.07536
H 2.32536 2.87616 0.87217
H -0.41944 2.06602 0.26313
H -1.62047 -0.00935 1.63897
H 0.17285 0.34721 -2.61823
H -2.27342 -0.36549 -1.71860
```

- Kohn-Sham gap (eV) = 9.4

These are the Löwdin partial charges, in e, on atoms 1 to 6:
1. C -0.34
2. C -0.29
3. C -0.25
4. C -0.54
5. C -0.63
6. O 0.00

3.
The following is a quantum chemistry calculation of a single C21H20Cl2N2O2 molecule, from OMol25.

Geometry as XYZ:
```
47
C21H20Cl2N2O2, DFT ωB97M-V/def2-TZVPD
C 3.73280 3.39271 -4.67983
C 2.23851 3.13524 -4.53159
C 1.95052 2.13056 -3.41872
C 0.44964 1.86677 -3.26386
C 0.21233 0.84405 -2.16650
O 0.00860 -0.33118 -2.38770
N 0.27888 1.37123 -0.92296
C 0.16307 0.61721 0.32130
C 0.80617 -0.74630 0.17648
C 0.10644 -1.93335 0.34227
C 0.72401 -3.16275 0.20805
C 2.07330 -3.21626 -0.09753
Cl 2.85833 -4.74056 -0.27556
C 2.80779 -2.05321 -0.25502
C 2.16701 -0.83577 -0.11011
Cl 3.11642 0.59324 -0.28210
C -1.27412 0.56285 0.78672
C -2.30318 0.16968 -0.08936
C -3.61137 0.13246 0.30634
C -3.96336 0.49451 1.62116
C -5.27980 0.49245 2.12753
C -5.50198 0.86635 3.42600
C -4.40692 1.24419 4.22208
N -3.17521 1.25905 3.79201
C -2.93907 0.89205 2.51534
C -1.58645 0.92187 2.08124
O -0.64224 1.31262 2.96437
H 4.25543 2.46974 -4.92006
H 3.92078 4.11111 -5.47423
H 4.14610 3.78752 -3.75415
H 1.83964 2.75452 -5.47418
H 1.72738 4.07585 -4.31147
H 2.45323 1.18719 -3.64114
H 2.35829 2.50796 -2.47791
H 0.05409 1.46068 -4.19557
H -0.07374 2.79764 -3.03494
H 0.42928 2.36210 -0.82844
H 0.73376 1.16791 1.08019
H -0.94634 -1.89695 0.57187
H 0.16064 -4.07354 0.33265
H 3.86046 -2.09290 -0.48616
H -2.02964 -0.11851 -1.09231
H -4.38677 -0.17511 -0.37899
H -6.09457 0.19588 1.48201
H -6.49613 0.87619 3.84498
H -4.55231 1.54538 5.25152
H -1.11494 1.50727 3.79362
```

- Kohn-Sham gap (eV) = 8.5

These are the Löwdin partial charges, in e, on atoms 1 to 6:
1. C -0.12
2. C -0.27
3. C -0.23
4. C -0.11
5. C -0.51
6. O 0.08

4.
The following is a quantum chemistry calculation of a single C7H18NO2P molecule at a distorted geometry, from OMol25.

Geometry as XYZ:
```
29
C7H18NO2P, DFT ωB97M-V/def2-TZVPD
C -4.23303 -1.28828 0.25102
C -3.14488 -0.31135 -0.17864
C -1.77648 -0.73700 0.35008
C -0.67826 0.24211 -0.06308
N 0.61194 -0.19765 0.43446
C 2.08870 0.74937 0.05530
C 2.05143 1.07168 -1.39917
C 2.07265 1.92031 0.98056
P 3.34447 -0.68366 0.63528
O 4.61872 -0.41835 -0.06376
O 2.54665 -1.83017 -0.40016
H -4.29461 -1.34117 1.33622
H -4.02256 -2.28356 -0.13142
H -5.19912 -0.97545 -0.13293
H -3.11069 -0.26330 -1.27060
H -3.38108 0.68766 0.19431
H -1.81707 -0.79875 1.44094
H -1.53636 -1.73024 -0.03352
H -0.62616 0.30171 -1.15148
H -0.89790 1.23927 0.32950
H 0.93283 -1.08914 0.03142
H 0.65922 -0.27879 1.44741
H 1.32682 1.84952 -1.65168
H 3.05318 1.42760 -1.65227
H 1.86601 0.17962 -1.99592
H 1.99847 1.59509 2.01852
H 3.02952 2.42865 0.86650
H 1.27547 2.63304 0.75643
H 3.24212 -2.09877 -1.00337
```

- Kohn-Sham gap (eV) = 7.6

These are the Löwdin partial charges, in e, on atoms 1 to 6:
1. C -0.11
2. C -0.27
3. C -0.21
4. C -0.20
5. N 0.04
6. C -0.49

5.
The following is a quantum chemistry calculation of a molecular structure, C7H39F3N2O20S2, from OMol25.

Geometry as XYZ:
```
73
C7H39F3N2O20S2, DFT ωB97M-V/def2-TZVPD
O -0.47289 1.45135 3.11584
S -0.29852 0.21527 2.41797
O -0.02267 -0.97943 3.15926
C 0.90524 0.42105 1.15494
C 2.24068 0.49957 1.67572
C 3.28939 0.68603 0.84517
C 3.05030 0.79527 -0.53976
N 3.96399 0.96374 -1.51548
S 3.15086 1.01787 -2.87875
N 1.65360 0.85664 -2.37833
C 1.72349 0.72950 -1.03904
C 0.63138 0.54081 -0.17411
C -1.96630 -0.12963 1.60801
F -2.59270 -0.99252 2.42095
F -1.90840 -0.68047 0.39889
F -2.68567 0.98887 1.54649
H 2.39518 0.40106 2.74049
H 4.28803 0.76048 1.24340
H -0.35880 0.51208 -0.58718
O 4.28166 -1.04542 -5.18831
H 4.92280 -1.76895 -5.23459
H 3.64117 -1.26022 -5.88208
O -3.34991 4.04671 2.12224
H -3.81890 3.84272 2.94647
H -3.22302 3.18664 1.70940
O -4.77910 -2.39028 4.06032
H -4.86752 -3.15636 3.47581
H -3.99133 -1.94598 3.73909
O 2.35769 -2.37300 -3.31841
H 2.07430 -3.04223 -3.95114
H 3.14538 -1.97845 -3.72441
O -4.54439 2.89739 4.57424
H -3.80255 2.28780 4.64854
H -5.33293 2.34328 4.56476
O 6.67365 -2.71695 -5.96857
H 6.43909 -3.44895 -6.54862
H 7.60685 -2.55630 -6.13950
O -4.26126 -3.86768 1.55454
H -3.98472 -4.63862 1.04997
H -3.77139 -3.13329 1.17078
O 3.70895 -1.17027 -8.00458
H 4.56341 -0.77496 -7.79581
H 3.32088 -0.57819 -8.65632
O -7.48925 -0.69775 4.41587
H -6.69669 -1.25207 4.41610
H -8.21779 -1.31657 4.31128
O -4.06819 -5.01435 6.09355
H -4.53637 -4.27500 5.69322
H -3.13730 -4.78307 5.96799
O 7.06248 -0.73605 -3.17092
H 7.69053 -1.46326 -3.20988
H 6.41425 -0.94247 -3.85154
O 4.99094 3.20349 1.86451
H 4.55455 4.03128 1.64118
H 5.90673 3.33181 1.59864
O -3.77319 4.93200 -0.66949
H -3.63143 4.57508 0.22033
H -2.96027 4.74505 -1.14596
O -6.84337 0.89349 7.15416
H -6.14006 0.26244 7.33157
H -7.33122 0.50411 6.41792
O 3.33024 3.58506 -4.72250
H 2.80613 4.39750 -4.72399
H 3.79118 3.59177 -5.56604
O 0.98065 5.67791 -4.65479
H 0.20598 5.11558 -4.55500
H 0.71657 6.35015 -5.29022
O -0.50674 -2.42528 -3.31873
H 0.38079 -2.08210 -3.13609
H -0.87992 -1.80601 -3.95209
O -1.12516 -4.43411 5.76987
H -0.78631 -5.14754 5.22004
H -0.70278 -3.63709 5.43273
```

- Kohn-Sham gap (eV) = 8.9

These are the Löwdin partial charges, in e, on atoms 1 to 6:
1. O -0.25
2. S 0.77
3. O -0.27
4. C -0.26
5. C -0.04
6. C 0.00

6.
The following is a quantum chemistry calculation of 8 unconnected molecules or ions with the total composition H16O7S at a distorted geometry, from OMol25.

Geometry as XYZ:
```
24
H16O7S, DFT ωB97M-V/def2-TZVPD
O -2.16188 -1.97518 0.07553
H -2.22908 -1.28841 0.70127
H -1.43756 -1.50369 -0.39994
O -0.42464 -0.37508 -2.63777
H -0.73969 0.11278 -1.87898
H -1.03287 -0.51207 -3.36363
O 1.57379 0.24950 0.92912
H 2.54155 0.27967 1.36622
H 1.99532 -0.13799 0.14794
O 2.53910 2.70201 0.71084
H 2.08669 3.45921 0.30929
H 2.08706 2.04287 0.15340
O -1.96431 2.74614 -0.03775
H -1.22748 3.23589 0.11601
H -1.94576 2.16107 0.76264
O 2.35671 -0.98093 -1.68653
H 2.95375 -1.61203 -1.72503
H 1.71404 -0.96055 -2.37151
O -0.47757 2.04986 2.05882
H 0.35408 1.56708 1.83737
H -0.15196 2.95715 2.11052
S -2.23374 -5.35897 1.04657
H -1.63706 -4.38096 1.72797
H -2.53848 -4.47739 0.04765
```

- Kohn-Sham gap (eV) = 9.3

These are the Löwdin partial charges, in e, on atoms 1 to 6:
1. O -0.05
2. H 0.01
3. H 0.04
4. O -0.03
5. H 0.03
6. H 0.05